Entry 1:
68
Properties=species:S:1:pos:R:3:lowdin_charge:R:1 method="wB97M-V/def2-TZVPD" e_lumo_ha=-0.0069 total_charge=0 largest_force_ev_per_a=1.7 homo_energy_ha=-0.34228 orbital_gap_ha=0.3354 smiles="CCCON1C(=O)c2cccc(CC)c2C1=O.Fc1ccccc1.Fc1ccccc1.Fc1ccccc1"
C 0.708 1.849 2.623 -0.099
C 0.578 3.365 2.362 -0.217
C 1.099 3.669 0.942 -0.194
O 1.136 5.093 0.821 -0.031
N 2.066 5.519 -0.125 0.002
C 2.240 4.818 -1.331 -0.333
O 1.440 4.617 -2.210 0.150
C 3.727 4.434 -1.261 -0.081
C 4.420 3.517 -1.990 -0.008
C 5.759 3.358 -1.672 -0.062
C 6.362 4.113 -0.702 -0.028
C 5.675 5.082 0.022 -0.163
C 6.374 5.935 1.063 -0.174
C 5.703 5.934 2.455 -0.092
C 4.336 5.209 -0.266 -0.029
C 3.268 6.122 0.333 -0.284
O 3.346 7.134 0.979 0.152
H 0.343 1.657 3.637 0.074
H 1.747 1.513 2.555 0.074
H 0.088 1.292 1.898 0.058
H -0.440 3.729 2.517 0.112
H 1.272 3.888 3.033 0.112
H 0.365 3.252 0.238 0.126
H 2.082 3.190 0.866 0.134
H 3.935 2.946 -2.775 0.127
H 6.357 2.637 -2.222 0.112
H 7.416 3.944 -0.494 0.118
H 6.567 6.948 0.694 0.125
H 7.372 5.491 1.194 0.102
H 5.230 4.981 2.705 0.082
H 6.492 6.084 3.204 0.071
H 5.028 6.782 2.567 0.058
F -1.428 -0.129 0.632 0.045
C -2.729 0.200 0.777 -0.286
C -3.637 -0.779 1.126 -0.017
C -4.974 -0.437 1.278 -0.077
C -5.383 0.875 1.072 -0.090
C -4.456 1.846 0.717 -0.081
C -3.117 1.510 0.573 -0.020
H -3.299 -1.797 1.275 0.116
H -5.693 -1.191 1.558 0.086
H -6.426 1.139 1.187 0.102
H -4.774 2.866 0.552 0.106
H -2.378 2.254 0.305 0.111
F -6.273 -3.329 1.476 0.042
C -5.763 -4.420 0.866 -0.283
C -6.020 -5.669 1.395 -0.019
C -5.497 -6.788 0.762 -0.079
C -4.719 -6.643 -0.380 -0.088
C -4.468 -5.379 -0.895 -0.077
C -4.998 -4.257 -0.271 -0.014
H -6.622 -5.760 2.290 0.117
H -5.696 -7.774 1.161 0.105
H -4.310 -7.517 -0.869 0.097
H -3.862 -5.264 -1.778 0.081
H -4.821 -3.262 -0.661 0.114
F -2.736 -6.838 -2.735 0.040
C -1.400 -6.688 -2.862 -0.276
C -0.637 -7.770 -3.251 -0.017
C 0.735 -7.614 -3.385 -0.082
C 1.324 -6.385 -3.120 -0.096
C 0.542 -5.309 -2.724 -0.080
C -0.832 -5.458 -2.598 -0.016
H -1.115 -8.722 -3.446 0.118
H 1.344 -8.452 -3.697 0.105
H 2.395 -6.267 -3.221 0.101
H 1.001 -4.353 -2.513 0.106
H -1.459 -4.628 -2.299 0.113

Entry 2:
82
Properties=species:S:1:pos:R:3:lowdin_charge:R:1 method="wB97M-V/def2-TZVPD" e_lumo_ha=0.0805 total_charge=-1 largest_force_ev_per_a=1.4 homo_energy_ha=-0.15073 orbital_gap_ha=0.2312
Pd 1.197 0.990 0.102 0.260
C 0.256 -1.650 2.279 -0.175
N -0.789 -1.298 1.308 -0.521
P -1.021 -2.277 -0.074 1.023
C -2.260 -3.503 0.504 -0.377
C -2.562 -3.738 1.845 -0.093
C -3.541 -4.653 2.202 -0.092
C -4.237 -5.350 1.222 -0.106
C -3.955 -5.116 -0.115 -0.099
C -2.981 -4.191 -0.468 -0.114
C 0.504 -3.285 -0.113 -0.369
C 0.589 -4.633 0.222 -0.093
C 1.803 -5.304 0.141 -0.099
C 2.947 -4.630 -0.260 -0.100
C 2.871 -3.283 -0.595 -0.078
C 1.656 -2.620 -0.538 -0.113
P -0.736 0.411 0.945 0.848
C -2.225 0.542 -0.114 -0.376
C -3.438 -0.062 0.218 -0.111
C -4.534 0.058 -0.619 -0.093
C -4.434 0.798 -1.793 -0.105
C -3.233 1.404 -2.124 -0.092
C -2.128 1.271 -1.290 -0.105
C -1.449 1.078 2.497 -0.326
C -1.277 2.441 2.718 -0.082
C -1.837 3.045 3.836 -0.082
C -2.559 2.291 4.750 -0.107
C -2.723 0.928 4.541 -0.098
C -2.173 0.326 3.420 -0.111
H 0.226 -2.717 2.499 0.073
H 0.102 -1.100 3.208 0.072
H 1.253 -1.398 1.903 0.061
H -2.041 -3.184 2.613 0.087
H -3.765 -4.821 3.249 0.098
H -5.004 -6.062 1.501 0.094
H -4.504 -5.640 -0.888 0.096
H -2.784 -3.992 -1.516 0.099
H -0.292 -5.169 0.554 0.095
H 1.852 -6.354 0.404 0.095
H 3.897 -5.149 -0.309 0.094
H 3.758 -2.739 -0.898 0.101
H 1.606 -1.566 -0.799 0.066
H -3.522 -0.638 1.132 0.094
H -5.468 -0.425 -0.357 0.096
H -5.292 0.895 -2.448 0.092
H -3.145 1.977 -3.040 0.092
H -1.176 1.708 -1.571 0.058
H -0.681 3.022 2.028 0.068
H -1.689 4.106 3.996 0.101
H -2.984 2.762 5.628 0.092
H -3.280 0.331 5.254 0.094
H -2.308 -0.737 3.250 0.084
C 0.236 3.708 -5.413 -0.102
C 0.166 2.184 -5.326 -0.249
C 1.120 1.641 -4.311 -0.629
N 0.778 1.379 -3.101 0.024
N 1.811 0.979 -2.302 -0.035
C 2.949 0.930 -2.935 -0.697
N 4.113 0.522 -2.371 0.107
S 2.818 1.387 -4.611 1.064
H -0.416 4.088 -6.201 0.067
H 1.252 4.044 -5.625 0.068
H -0.067 4.156 -4.466 0.078
H 0.356 1.736 -6.304 0.101
H -0.828 1.863 -5.012 0.105
H 4.088 0.459 -1.355 0.044
H 4.966 0.864 -2.776 0.089
F 5.833 0.739 2.327 0.120
C 5.345 1.753 1.598 -0.672
F 6.048 1.804 0.457 0.113
F 5.560 2.881 2.266 0.132
S 3.539 1.486 1.268 0.509
O 3.618 0.308 0.431 -0.366
O 2.993 1.436 2.583 -0.275
N 3.199 2.744 0.367 -0.314
S 2.581 4.085 1.010 0.584
O 1.187 4.007 1.311 -0.297
O 3.443 4.761 1.926 -0.274
C 2.689 5.041 -0.576 -0.686
F 2.209 6.274 -0.361 0.120
F 1.973 4.479 -1.545 0.127
F 3.950 5.161 -0.991 0.129

Entry 3:
67
Properties=species:S:1:pos:R:3:lowdin_charge:R:1 method="wB97M-V/def2-TZVPD" e_lumo_ha="0.0714 / 0.0714" total_charge=-1 largest_force_ev_per_a=1.4 multiplicity=2 homo_energy_ha="-0.10100 / -0.16447" orbital_gap_ha="0.1724 / 0.2358"
Hg -0.860 -0.730 1.254 0.288
C -3.295 -2.607 -1.090 -0.188
C -3.875 -3.749 -1.970 -0.174
N -3.132 -4.984 -1.739 -0.175
C -1.724 -4.777 -2.137 -0.161
C -1.128 -3.542 -1.426 -0.168
N -2.097 -3.087 -0.419 -0.240
C -2.433 -4.161 0.474 -0.200
C -3.161 -5.286 -0.314 -0.173
H -4.044 -2.302 -0.341 0.112
H -3.058 -1.719 -1.683 0.100
H -3.813 -3.527 -3.034 0.107
H -4.935 -3.902 -1.729 0.107
H -1.722 -4.674 -3.214 0.102
H -1.169 -5.697 -1.864 0.116
H -0.937 -2.705 -2.122 0.113
H -0.174 -3.792 -0.942 0.111
H -3.074 -3.751 1.286 0.113
H -1.503 -4.510 0.919 0.110
H -4.218 -5.373 -0.041 0.109
H -2.679 -6.247 -0.195 0.102
S -3.926 5.016 -2.630 0.971
C -3.500 3.477 -1.855 -0.544
C -4.200 3.030 -0.741 -0.091
C -3.767 1.857 -0.139 -0.151
N -2.737 1.126 -0.569 0.023
C -2.081 1.586 -1.633 -0.135
C -2.437 2.740 -2.302 -0.081
C -2.651 6.005 -1.884 -0.518
C -1.584 6.472 -2.643 -0.088
C -0.620 7.244 -2.030 -0.141
N -0.676 7.570 -0.734 0.060
C -1.690 7.104 -0.010 -0.153
C -2.683 6.327 -0.532 -0.086
H -5.090 3.555 -0.376 0.107
H -4.242 1.504 0.766 0.101
H -1.234 1.003 -1.948 0.098
H -1.912 3.032 -3.189 0.105
H -1.496 6.218 -3.695 0.104
H 0.243 7.604 -2.580 0.105
H -1.727 7.366 1.043 0.108
H -3.463 5.954 0.126 0.109
C 1.741 -0.778 -0.951 -0.135
C 2.509 -0.750 0.043 -0.359
C 3.355 -0.690 1.133 -0.217
C 3.814 -1.913 1.779 -0.171
C 3.757 -3.132 1.119 -0.050
C 4.328 -4.262 1.636 -0.115
C 4.960 -4.245 2.862 -0.128
C 5.024 -3.059 3.585 -0.114
C 4.459 -1.928 3.058 -0.054
C 3.822 0.626 1.554 -0.187
C 2.944 1.703 1.411 -0.036
C 3.377 2.998 1.711 -0.090
C 4.683 3.222 2.176 -0.123
C 5.576 2.151 2.309 -0.110
C 5.145 0.865 2.009 -0.049
H 3.275 -3.128 0.150 0.100
H 4.276 -5.179 1.061 0.095
H 5.359 -5.164 3.287 0.088
H 5.471 -2.997 4.562 0.090
H 4.496 -1.003 3.613 0.099
H 1.941 1.537 1.043 0.087
H 2.675 3.821 1.591 0.092
H 5.063 4.222 2.364 0.082
H 6.598 2.347 2.633 0.092
H 5.856 0.070 2.141 0.099

Entry 4:
76
Properties=species:S:1:pos:R:3:lowdin_charge:R:1 method="wB97M-V/def2-TZVPD" e_lumo_ha="0.1223 / 0.1223" total_charge=-2 largest_force_ev_per_a=0.8 multiplicity=2 homo_energy_ha="-0.02039 / -0.06895" orbital_gap_ha="0.1427 / 0.1912"
Ti -1.707 0.102 1.339 0.366
C 6.782 -0.311 0.868 -0.116
O 5.925 -1.000 -0.011 -0.107
C 5.230 -2.063 0.524 -0.298
C 4.111 -2.493 -0.187 -0.007
C 3.346 -3.539 0.282 -0.026
C 3.673 -4.196 1.480 -0.344
C 4.818 -3.781 2.150 -0.054
C 5.591 -2.718 1.691 -0.041
N 2.975 -5.314 1.977 -0.012
N 1.692 -5.427 1.829 -0.001
C 0.816 -4.394 1.631 -0.263
C -0.349 -4.729 0.906 -0.052
C -1.243 -3.774 0.472 -0.020
C -1.045 -2.436 0.806 -0.337
O -1.851 -1.437 0.336 -0.282
C 0.010 -2.067 1.641 -0.169
N 0.115 -0.721 1.951 -0.048
C 1.106 -0.340 2.764 -0.183
C 1.963 -1.240 3.361 -0.053
C 1.871 -2.590 3.051 -0.007
C 0.939 -3.033 2.115 -0.090
H 7.086 0.600 0.354 0.083
H 7.677 -0.896 1.109 0.082
H 6.269 -0.049 1.798 0.096
H 3.842 -1.969 -1.096 0.113
H 2.463 -3.844 -0.264 0.115
H 5.088 -4.292 3.067 0.104
H 6.458 -2.409 2.259 0.093
H -0.471 -5.770 0.634 0.095
H -2.105 -4.040 -0.128 0.107
H 1.173 0.716 2.974 0.025
H 2.675 -0.880 4.089 0.108
H 2.514 -3.304 3.542 0.114
I -1.106 2.749 2.505 1.005
C -1.961 3.620 0.747 -0.580
C -1.766 4.944 0.470 -0.166
C -2.516 5.573 -0.551 -0.110
C -3.455 4.869 -1.247 -0.076
C -3.665 3.490 -0.986 -0.197
C -4.635 2.743 -1.700 -0.070
C -4.823 1.420 -1.411 -0.096
C -4.025 0.778 -0.437 -0.144
C -3.042 1.440 0.269 -0.241
C -2.890 2.836 0.008 -0.266
H -1.066 5.528 1.056 0.086
H -2.361 6.627 -0.755 0.092
H -4.057 5.353 -2.010 0.102
H -5.239 3.244 -2.450 0.098
H -5.586 0.853 -1.934 0.095
H -4.194 -0.279 -0.257 0.092
Se -0.993 -2.252 5.853 -0.225
Sb -1.961 -0.078 5.514 -0.318
Se -3.109 -0.511 3.110 0.165
Se -0.248 1.677 5.263 -0.250
Se -3.894 0.655 6.757 -0.300
C -0.324 3.298 -4.750 -0.082
C -1.117 3.598 -3.482 -0.250
N -0.577 2.948 -2.306 0.006
C -0.669 1.638 -2.004 -0.799
S 0.241 1.020 -0.717 0.692
N -1.467 0.898 -2.783 0.031
C -1.667 -0.539 -2.668 -0.251
C -1.503 -1.215 -4.018 -0.082
H -0.763 3.813 -5.607 0.069
H -0.311 2.228 -4.961 0.064
H 0.709 3.629 -4.639 0.075
H -2.171 3.328 -3.603 0.102
H -1.125 4.666 -3.274 0.113
H -0.012 3.475 -1.660 0.117
H -2.106 1.389 -3.389 0.124
H -2.654 -0.732 -2.245 0.105
H -0.945 -0.910 -1.946 0.071
H -2.211 -0.823 -4.754 0.065
H -1.681 -2.286 -3.921 0.073
H -0.492 -1.069 -4.404 0.072